[1]
37
Properties=species:S:1:pos:R:3:forces:R:3 method="wB97M-V/def2-TZVPD" e_above_lowest_kcal_mol=69.75 mol_weight_g_mol=478.63 multiplicity=5 s_squared=6.017 total_charge=+2
C 1.79700 2.71956 0.45811 3.609 2.806 0.253
C 2.68836 1.45419 0.12196 3.341 2.373 -1.421
H 1.63507 3.35372 -0.41231 -0.064 0.095 0.238
H 2.45254 3.19907 1.17751 -0.388 0.740 0.172
H 0.85261 2.62499 1.10740 0.108 0.533 -0.025
H 2.27503 0.84585 -0.70523 1.280 -0.355 -0.902
H 3.57355 1.86648 -0.35647 0.226 -0.031 0.054
H 2.99599 0.87382 0.98151 0.235 -0.294 0.354
C -2.09755 1.67769 -0.65635 -0.330 -0.095 0.140
C -3.38565 1.42158 -1.12318 0.323 -0.032 -0.070
C -3.61492 0.24931 -1.84123 0.155 0.124 0.127
C -2.55635 -0.63101 -2.03952 0.726 0.055 0.156
H -1.88930 2.56907 -0.05565 -0.033 -0.331 -0.425
H -4.17075 2.14046 -0.91058 0.084 -0.149 -0.113
H -4.60700 0.01575 -2.22637 0.268 0.057 0.086
H -2.67928 -1.56233 -2.57986 -0.244 0.229 0.041
N -1.09510 0.81164 -0.83596 0.363 0.085 0.001
C -1.28370 -0.34599 -1.51540 -0.922 0.630 0.073
C -0.16521 -1.30247 -1.56417 0.701 -0.823 -0.042
N 0.97745 -0.93581 -0.94292 -0.337 -0.250 0.461
C 1.95442 -1.82918 -0.72141 -0.306 -0.400 -0.340
C 0.74544 -3.51321 -1.94629 0.162 0.286 0.128
C 1.87372 -3.13915 -1.20757 0.003 0.340 0.076
H 2.80886 -1.50413 -0.11911 -0.268 -0.074 -0.356
H 2.68937 -3.83483 -0.99455 -0.348 0.228 -0.160
C -0.28766 -2.59249 -2.11497 0.127 0.659 0.316
H -1.20678 -2.84782 -2.63297 0.320 -0.176 0.060
H 0.66564 -4.51543 -2.36771 0.002 0.273 0.149
Pd 0.81228 1.02853 0.32604 -7.727 -6.226 -0.402
I -0.90845 3.19347 2.59993 -0.489 0.431 0.325
C 0.22450 0.09454 3.78356 -0.615 -0.425 0.938
C -0.51993 -0.58524 2.66859 2.914 2.184 -3.636
O -1.45532 -1.31997 2.97313 -1.446 -1.170 0.431
O -0.21870 -0.44869 1.38982 -1.598 -0.936 3.808
H 0.29026 -0.63513 4.60079 0.224 0.255 -0.013
H -0.38268 0.92907 4.15814 0.052 -0.313 -0.101
H 1.21224 0.47408 3.52329 -0.109 -0.300 -0.381

[2]
18
Properties=species:S:1:pos:R:3:forces:R:3 method="wB97M-V/def2-TZVPD" smiles="CN1C(F)=C[C@@]2(C)CN12" e_above_lowest_kcal_mol=43.89 mol_weight_g_mol=128.15
C 1.96991 -1.61762 0.49858 0.238 -0.058 0.110
N 1.13362 -0.63978 -0.15900 0.415 0.514 -0.516
C 1.33698 0.70782 -0.06194 -0.119 0.097 0.058
F 2.60686 1.13739 -0.01235 -0.348 -0.194 0.043
C 0.22057 1.46481 0.01919 0.380 -0.210 0.010
C -0.95925 0.65418 -0.17167 0.415 -1.358 -0.175
C -2.22573 0.82258 0.60609 0.091 0.122 -0.137
C -0.88246 -0.27550 -1.33150 0.086 0.358 0.122
N -0.20495 -0.94351 -0.24499 -0.980 0.489 0.287
H 1.31701 -2.39462 0.89551 0.011 0.077 -0.048
H 2.66010 -2.06015 -0.22142 0.012 -0.071 0.122
H 2.53964 -1.17097 1.31607 -0.015 -0.002 -0.032
H 0.20751 2.50770 0.25959 0.057 0.269 0.029
H -2.98884 1.30234 -0.00612 -0.116 0.069 -0.018
H -2.05410 1.42129 1.49705 -0.040 0.005 0.091
H -2.59802 -0.15417 0.90527 -0.054 -0.040 0.037
H -1.79381 -0.79471 -1.60035 -0.060 -0.068 -0.021
H -0.28505 0.03292 -2.18802 0.028 0.002 0.037

[3]
110
Properties=species:S:1:pos:R:3:forces:R:3 method="wB97M-V/def2-TZVPD" e_above_lowest_kcal_mol=79.33 mol_weight_g_mol=995.47 total_charge=-1
B -6.99863 -0.37358 -1.40100 0.485 -0.739 0.067
C -6.17117 -1.33159 -0.35090 0.491 -1.005 0.612
C -6.39691 -0.98388 1.23517 0.795 -0.922 0.277
C -5.63848 0.36875 1.76687 -0.280 -0.078 0.519
C -4.00344 0.37891 1.50164 -0.879 0.406 1.400
C -3.41854 1.76232 2.23565 -0.507 -2.779 0.607
O -2.99985 2.66820 1.15481 -1.380 3.714 1.773
C -3.49984 4.03887 1.34460 -5.211 2.336 -0.250
C -2.39642 5.25626 1.62638 0.865 -1.053 -0.689
O -4.79158 4.42146 1.27350 8.139 -3.133 0.473
H -6.28063 -0.05994 -2.30744 0.542 0.375 -0.634
H -7.87548 -1.01125 -1.87919 -0.924 -0.527 -0.445
H -7.48278 0.58628 -0.92653 -0.334 1.086 0.702
H -6.51292 -2.45689 -0.53318 0.823 2.093 0.639
H -5.03359 -1.29393 -0.68839 -1.945 -0.221 1.311
H -7.54664 -0.95765 1.54766 2.381 0.168 -0.938
H -5.94325 -1.90527 1.84355 -0.796 1.934 -0.867
H -5.76584 0.38351 2.95308 0.326 -0.005 -2.306
H -6.16236 1.37580 1.40022 1.282 -2.265 0.404
H -3.57300 -0.55514 2.10521 -0.773 1.914 -1.549
H -3.70273 0.34647 0.37104 -0.604 0.081 2.277
H -4.23756 2.20270 2.94620 1.467 -0.539 -1.663
H -2.51613 1.40463 2.93026 -1.505 1.317 -1.729
H -2.59143 5.82655 2.63505 0.198 -1.510 -1.951
H -1.33235 4.72397 1.60892 -2.222 1.350 0.263
H -2.39845 6.07786 0.77581 -0.308 -1.943 1.620
C 0.67422 4.97117 5.77561 -0.362 -0.032 -0.154
C 1.35368 3.73988 6.34536 0.438 0.569 -0.290
O 0.37829 2.76419 6.74268 -0.829 -1.447 -0.839
C -0.11263 1.95993 5.74527 2.130 1.853 -1.680
O 0.23318 2.04073 4.56984 -1.175 -0.587 2.763
C -1.09831 0.94014 6.31334 -2.022 -1.732 0.686
F -1.97595 1.49081 7.20126 0.978 -0.079 -0.815
F -0.46613 -0.06742 6.98074 -0.041 1.002 -0.610
F -1.85874 0.34219 5.35320 1.126 0.921 0.695
H -0.05411 5.37190 6.48819 0.198 -0.026 -0.006
H 1.40799 5.74778 5.54653 -0.033 -0.105 0.042
H 0.12474 4.73115 4.85978 0.191 0.005 0.076
H 1.91433 4.01268 7.24373 -0.286 -0.283 0.052
H 2.07178 3.31058 5.63673 -0.335 -0.072 0.059
C -3.78723 2.79227 -3.04920 -0.034 0.005 -0.300
C -3.42447 4.14505 -2.46546 -0.596 -0.812 0.645
O -2.78893 4.96749 -3.45586 -0.553 1.695 -1.704
C -3.62559 5.62954 -4.31863 -2.026 -1.887 2.270
O -4.85014 5.54690 -4.28132 2.935 0.690 -0.647
C -2.82292 6.50238 -5.28201 0.997 1.140 -1.671
F -1.73140 5.86157 -5.79178 -0.953 0.239 0.582
F -2.35220 7.63193 -4.67970 -0.477 -0.900 -0.101
F -3.55118 6.91908 -6.35609 0.378 -0.594 1.233
H -2.90516 2.31470 -3.48814 -0.019 0.053 0.184
H -4.19776 2.13511 -2.27874 -0.036 0.083 -0.082
H -4.52652 2.89293 -3.85021 -0.006 -0.008 0.250
H -2.70479 4.01304 -1.65277 0.144 0.220 -0.297
H -4.30020 4.64931 -2.04009 0.149 0.005 -0.291
C -1.52275 -6.45149 3.37894 -0.048 -0.042 -0.412
C -1.15999 -5.09871 3.96269 -0.372 -0.480 0.426
O -0.52445 -4.27627 2.97228 -0.523 1.204 -1.203
C -1.36111 -3.61422 2.10951 -2.354 -1.536 1.891
O -2.58566 -3.69686 2.14682 3.096 0.524 -0.499
C -0.55843 -2.74138 1.14613 0.863 1.605 -1.965
F 0.53309 -3.38219 0.63637 -0.844 0.106 0.614
F -0.08771 -1.61183 1.74845 -0.530 -1.063 -0.048
F -1.28670 -2.32468 0.07205 0.460 -0.747 1.452
H -0.64067 -6.92906 2.94001 -0.031 0.067 0.200
H -1.93328 -7.10865 4.14940 0.046 0.098 -0.031
H -2.26204 -6.35083 2.57793 0.014 0.042 0.213
H -0.44031 -5.23072 4.77538 0.136 0.223 -0.315
H -2.03572 -4.59445 4.38806 0.138 0.025 -0.324
C 1.30646 7.02470 -6.42649 0.271 -0.291 0.186
C 1.44477 8.46070 -5.95623 -0.408 -0.163 -0.800
O 2.10943 8.51301 -4.68473 2.054 0.177 0.634
C 3.47985 8.45304 -4.71655 -1.043 -0.123 -3.162
O 4.13581 8.35628 -5.75005 -1.031 0.239 2.749
C 4.05582 8.56911 -3.30622 1.033 -0.082 2.409
F 3.38827 7.80066 -2.39750 0.351 0.564 -1.130
F 4.00184 9.84746 -2.83385 -0.141 -0.862 -0.792
F 5.36311 8.19080 -3.23188 -1.311 0.318 -0.589
H 0.80471 6.41828 -5.66537 -0.051 0.184 -0.159
H 0.73082 6.97427 -7.35391 0.026 0.053 0.120
H 2.28676 6.56978 -6.60069 -0.108 0.161 -0.079
H 0.45240 8.89756 -5.81414 0.235 -0.025 0.340
H 1.96512 9.07976 -6.69658 0.127 -0.159 0.287
C 4.86616 -4.52495 1.89380 0.066 -0.136 0.362
C 4.15601 -5.45363 0.92654 -0.117 0.917 -0.230
O 4.33110 -6.82275 1.32162 -1.019 -1.410 1.268
C 3.48205 -7.28360 2.29599 -0.923 3.192 -0.527
O 2.61347 -6.59657 2.82637 1.925 -2.128 -0.916
C 3.74397 -8.76136 2.58215 0.407 -2.430 0.687
F 5.07321 -9.05332 2.68105 -1.015 0.640 -0.150
F 3.25061 -9.56914 1.60015 0.251 1.030 0.573
F 3.17682 -9.18726 3.74602 0.380 0.894 -1.120
H 5.92097 -4.80290 1.98824 -0.099 0.068 -0.152
H 4.80337 -3.48865 1.55301 -0.030 -0.133 -0.017
H 4.42926 -4.58851 2.89548 -0.054 0.071 -0.192
H 4.59545 -5.35178 -0.06963 -0.073 -0.407 0.322
H 3.09214 -5.20475 0.83515 0.161 -0.217 0.210
C 7.56342 -8.53252 -4.56647 -0.141 0.243 -0.289
C 7.31756 -8.14822 -3.11932 0.094 -0.807 -0.165
O 7.09759 -6.73420 -3.00358 -1.573 1.177 -0.053
C 5.82576 -6.29652 -3.27477 -0.250 -3.304 -0.406
O 4.90365 -7.03760 -3.60379 1.916 2.253 0.769
C 5.72073 -4.78681 -3.06500 -0.360 2.686 -0.136
F 6.77511 -4.10423 -3.59816 -0.753 -0.995 0.370
F 5.68355 -4.45414 -1.74281 0.138 -0.651 -0.928
F 4.60093 -4.24785 -3.62467 1.090 -1.093 0.503
H 8.38632 -7.94411 -4.98529 -0.019 -0.139 0.145
H 7.81053 -9.59371 -4.64911 -0.025 0.104 0.065
H 6.68205 -8.33177 -5.18385 0.068 -0.123 0.159
H 8.20322 -8.38188 -2.52197 -0.126 0.392 0.004
H 6.48168 -8.71177 -2.68824 0.018 0.317 -0.145